Molecular formula: C6H7FS
Method: DFT, ωB97M-V with the def2-TZVPD basis set

XYZ file:
```
15
Properties=species:S:1:pos:R:3:forces:R:3
C -0.7089 -1.0307 1.0343 0.0 -0.9 0.5
C -0.4130 0.2933 0.3792 -0.3 -0.3 0.4
C -1.3750 1.3219 0.6077 -1.3 1.4 0.3
C -2.2198 2.1684 0.8311 1.4 -1.5 -0.4
C 0.6584 0.5510 -0.3597 0.4 -0.6 -0.2
C 1.7871 -0.3615 -0.7169 -0.7 -0.2 0.1
H -1.7060 -1.3972 0.7169 0.5 0.3 0.2
H 0.0177 -1.8304 0.7722 -0.4 0.6 0.1
H -0.7237 -0.9464 2.1520 0.0 0.0 -0.9
H -2.9599 2.8982 1.0144 -0.2 0.2 0.1
H 1.8161 -1.2388 -0.0793 0.0 0.1 0.1
H 2.7001 0.1867 -0.5739 0.5 0.2 -0.1
H 0.5584 -1.4837 -2.4178 0.1 0.0 0.0
F 0.8058 1.7615 -0.8984 0.1 0.4 -0.2
S 1.7627 -0.8923 -2.4619 0.0 0.1 0.0
```
Positions in Å, forces in eV/Å.

For the relative energy (zero: lowest compared OMol25 entry of this formula, charge and spin), the calculation gives 2.044 eV. The orbital gap is 9.63 eV. As for the calculated total energy: -730.78951 a.u. As for the structure (SMILES): C#C/C(C)=C(\F)CS.

The computed Löwdin charges, all in e, follow: -0.046, -0.265, -0.093, 0.145, -0.347, -0.478, 0.092, 0.075, 0.099, 0.020, 0.063, 0.075, -0.139, 0.076, 0.724